(1)
{"formula": "C24H13FN6O5S6Ta", "method": "wB97M-V/def2-TZVPD", "energy_ev": -113558.600, "multiplicity": 1, "orbital_gap_ev": 6.176, "e_homo_ev": -4.79, "relative_energy_kj_mol": 135.0, "total_charge": -1, "symbols": ["Ta", "O", "N", "N", "O", "C", "C", "C", "C", "C", "C", "H", "H", "H", "H", "H", "O", "C", "S", "C", "C", "S", "S", "S", "F", "C", "C", "C", "C", "C", "C", "H", "H", "H", "H", "O", "S", "O", "N", "C", "S", "C", "C", "C", "C", "C", "C", "H", "H", "H", "H", "N", "C", "N", "C", "N"], "positions_angstrom": [[0.837, 0.526, 0.807], [0.636, -0.412, 3.104], [-0.512, -0.242, 3.547], [-1.357, 0.188, 2.686], [-0.948, 0.417, 1.445], [-2.709, 0.459, 3.027], [-3.542, 0.996, 2.057], [-4.860, 1.274, 2.381], [-5.338, 1.023, 3.657], [-4.493, 0.481, 4.617], [-3.175, 0.195, 4.311], [-3.158, 1.177, 1.063], [-5.510, 1.694, 1.625], [-6.365, 1.252, 3.908], [-4.864, 0.282, 5.614], [-2.512, -0.232, 5.049], [3.481, 6.875, 0.811], [2.841, 5.858, 0.900], [3.003, 4.713, 2.240], [1.811, 3.560, 1.675], [1.207, 3.819, 0.500], [-0.026, 2.825, -0.200], [1.694, 5.293, -0.322], [1.427, 2.179, 2.663], [1.138, -5.865, 0.271], [1.106, -4.518, 0.432], [-0.094, -3.906, 0.720], [-0.109, -2.524, 0.869], [1.045, -1.746, 0.744], [2.237, -2.424, 0.476], [2.278, -3.801, 0.310], [-0.994, -4.496, 0.832], [-1.065, -2.058, 1.080], [3.165, -1.875, 0.398], [3.200, -4.317, 0.075], [1.897, 1.429, -2.335], [1.395, 0.090, -2.264], [2.348, -0.952, -2.021], [0.122, -0.001, -1.180], [-1.026, -0.372, -1.790], [-2.495, -0.580, -1.068], [-0.850, -0.598, -3.246], [-1.812, -1.047, -4.138], [-1.440, -1.257, -5.457], [-0.135, -1.022, -5.882], [0.826, -0.566, -4.991], [0.438, -0.356, -3.685], [-2.817, -1.230, -3.784], [-2.174, -1.618, -6.166], [0.135, -1.198, -6.914], [1.846, -0.380, -5.302], [6.741, 0.044, -1.897], [5.902, 0.441, -1.209], [5.028, 0.931, -0.371], [3.857, 0.816, -0.034], [2.738, 0.756, 0.367]], "nbo_charge": [1.87, -0.39, 0.23, 0.11, -0.58, 0.18, -0.23, -0.20, -0.21, -0.20, -0.24, 0.27, 0.22, 0.21, 0.21, 0.24, -0.59, 0.19, 0.32, -0.42, -0.39, -0.13, 0.34, -0.10, -0.34, 0.38, -0.29, -0.21, -0.43, -0.10, -0.31, 0.22, 0.21, 0.20, 0.22, -0.90, 2.29, -0.92, -0.92, 0.11, -0.15, -0.12, -0.15, -0.20, -0.20, -0.21, -0.22, 0.24, 0.21, 0.22, 0.23, -0.40, 0.45, -0.58, 0.81, -0.82]}

(2)
{"formula": "C24H14BiCl3N3O", "method": "wB97M-V/def2-TZVPD", "energy_ev": -75035.427, "multiplicity": 1, "orbital_gap_ev": 7.212, "e_homo_ev": -10.76, "relative_energy_kj_mol": 101.8, "total_charge": 1, "symbols": ["Bi", "C", "C", "N", "C", "C", "C", "C", "C", "C", "C", "N", "C", "C", "C", "C", "C", "C", "C", "C", "N", "C", "H", "H", "H", "H", "H", "H", "H", "H", "H", "H", "H", "H", "Cl", "C", "C", "C", "Cl", "C", "O", "C", "Cl", "C", "H", "H"], "positions_angstrom": [[-0.387, -0.411, -1.243], [4.168, -0.881, -1.503], [2.826, -1.150, -1.216], [1.923, -0.192, -1.134], [2.266, 1.120, -1.342], [3.595, 1.460, -1.667], [4.541, 0.413, -1.736], [3.924, 2.815, -1.901], [2.950, 3.764, -1.813], [1.622, 3.420, -1.478], [1.256, 2.125, -1.218], [-0.036, 1.727, -0.799], [-0.473, 2.171, 0.461], [-0.725, 3.471, 0.810], [-1.092, 3.816, 2.131], [-1.212, 2.866, 3.101], [-0.984, 1.508, 2.779], [-1.068, 0.460, 3.720], [-0.829, -0.828, 3.336], [-0.546, -1.099, 1.990], [-0.457, -0.138, 1.088], [-0.639, 1.166, 1.458], [4.878, -1.695, -1.548], [2.477, -2.164, -1.052], [5.568, 0.655, -1.982], [4.943, 3.075, -2.159], [3.190, 4.802, -2.004], [0.873, 4.197, -1.431], [-0.647, 4.248, 0.064], [-1.279, 4.855, 2.368], [-1.487, 3.132, 4.114], [-1.325, 0.694, 4.747], [-0.878, -1.648, 4.038], [-0.422, -2.109, 1.625], [-5.729, -5.358, -1.339], [-4.251, -4.498, -1.086], [-4.278, -3.134, -0.897], [-3.079, -2.470, -0.699], [-3.177, -0.717, -0.444], [-1.823, -3.099, -0.682], [-0.663, -2.489, -0.473], [-1.867, -4.493, -0.886], [-0.369, -5.357, -0.880], [-3.045, -5.183, -1.082], [-5.212, -2.591, -0.901], [-3.023, -6.254, -1.233]], "nbo_charge": [1.89, -0.26, 0.10, -0.56, 0.20, -0.10, -0.07, -0.18, -0.17, -0.20, 0.13, -0.81, 0.13, -0.21, -0.17, -0.19, -0.10, -0.07, -0.27, 0.10, -0.55, 0.21, 0.25, 0.23, 0.24, 0.23, 0.24, 0.23, 0.23, 0.23, 0.23, 0.23, 0.25, 0.25, 0.04, -0.05, -0.23, -0.11, 0.01, 0.33, -0.87, -0.10, 0.03, -0.22, 0.25, 0.25]}

(3)
{"formula": "C24H15N6O3RhS", "method": "wB97M-V/def2-TZVPD", "energy_ev": -54051.858, "multiplicity": 5, "orbital_gap_ev": [4.679, 6.133], "e_homo_ev": [-5.80, -9.35], "relative_energy_kj_mol": 2.6, "total_charge": 0, "symbols": ["Rh", "O", "C", "N", "C", "O", "C", "C", "C", "C", "C", "N", "C", "C", "C", "C", "C", "N", "H", "H", "H", "H", "H", "H", "H", "H", "N", "C", "N", "C", "N", "C", "C", "O", "S", "C", "C", "C", "C", "C", "C", "C", "C", "H", "H", "H", "H", "H", "H", "H"], "positions_angstrom": [[-0.357, -1.322, -1.879], [-1.335, -3.406, -5.180], [-1.233, -2.671, -4.224], [-0.470, -2.838, -3.091], [0.355, -3.977, -2.791], [0.312, -5.014, -3.435], [1.173, -3.710, -1.647], [2.046, -4.692, -1.126], [2.824, -4.419, -0.046], [2.753, -3.127, 0.550], [1.894, -2.208, 0.027], [1.097, -2.460, -1.036], [-2.037, -1.383, -4.161], [-2.886, -1.037, -5.197], [-3.647, 0.112, -5.075], [-3.546, 0.877, -3.918], [-2.663, 0.481, -2.931], [-1.919, -0.618, -3.057], [2.062, -5.650, -1.626], [3.491, -5.168, 0.354], [3.361, -2.862, 1.401], [1.814, -1.216, 0.447], [-2.932, -1.688, -6.057], [-4.319, 0.409, -5.868], [-4.137, 1.769, -3.778], [-2.540, 1.041, -2.014], [-0.164, 1.624, -1.418], [-0.307, 2.797, -1.297], [-0.341, 4.024, -1.304], [-1.302, 4.914, -1.355], [-2.101, 5.742, -1.381], [1.264, 4.180, 5.211], [1.578, 3.263, 6.361], [2.058, 3.638, 7.392], [1.149, 1.514, 6.268], [0.820, 1.208, 4.557], [-0.486, 0.930, 4.145], [-0.758, 0.636, 2.829], [0.280, 0.632, 1.866], [1.602, 0.908, 2.300], [1.859, 1.174, 3.622], [0.031, 0.326, 0.541], [-0.085, 0.365, -0.755], [2.035, 4.945, 5.164], [0.315, 4.665, 5.444], [1.168, 3.672, 4.256], [-1.286, 0.950, 4.871], [-1.768, 0.411, 2.518], [2.407, 0.898, 1.578], [2.873, 1.363, 3.947]], "lowdin_spin": [1.54, 0.10, 0.03, 0.21, 0.13, 0.25, 0.18, 0.03, 0.11, 0.11, 0.04, 0.20, 0.01, 0.00, 0.00, 0.00, 0.00, 0.01, 0.00, 0.01, 0.01, 0.00, 0.00, 0.00, 0.00, 0.00, 0.03, 0.00, 0.00, 0.00, 0.00, 0.00, 0.01, 0.01, 0.02, 0.13, -0.02, 0.12, 0.05, 0.11, -0.02, 0.49, 0.08, 0.00, 0.00, 0.00, 0.00, 0.01, 0.01, 0.00]}

(4)
{"formula": "C24H16BrCl2IrN3O4", "method": "wB97M-V/def2-TZVPD", "energy_ev": -135734.637, "multiplicity": 1, "orbital_gap_ev": [6.500, 6.445], "e_homo_ev": [-4.64, -4.64], "relative_energy_kj_mol": 122.0, "total_charge": -1, "symbols": ["Ir", "Cl", "C", "C", "C", "Cl", "C", "C", "C", "C", "N", "C", "C", "O", "H", "H", "H", "H", "C", "C", "C", "C", "C", "C", "C", "C", "N", "H", "H", "H", "H", "H", "H", "Br", "C", "C", "N", "C", "C", "C", "C", "O", "O", "H", "H", "H", "C", "O", "H", "H", "H"], "positions_angstrom": [[-0.131, -0.037, 0.555], [0.123, 5.023, -0.496], [1.447, 3.918, -0.418], [2.746, 4.405, -0.422], [3.813, 3.538, -0.357], [5.424, 4.181, -0.365], [3.622, 2.149, -0.273], [4.661, 1.195, -0.248], [4.341, -0.138, -0.164], [3.001, -0.517, -0.079], [2.006, 0.349, -0.097], [2.286, 1.666, -0.221], [1.148, 2.545, -0.312], [-0.036, 2.084, -0.302], [2.907, 5.469, -0.473], [5.688, 1.527, -0.310], [5.109, -0.895, -0.159], [2.726, -1.557, 0.003], [-2.215, -0.450, -0.282], [-2.850, 0.806, -0.403], [-2.950, 1.463, -1.655], [-3.588, 2.667, -1.772], [-4.145, 3.290, -0.639], [-4.068, 2.644, 0.608], [-3.437, 1.437, 0.722], [-4.750, 4.546, -0.762], [-5.246, 5.581, -0.874], [-2.037, -0.993, -1.203], [-2.497, -1.067, 0.565], [-2.509, 0.993, -2.523], [-3.679, 3.159, -2.732], [-4.516, 3.119, 1.471], [-3.356, 0.944, 1.680], [0.089, -6.827, -3.402], [0.024, -6.081, -1.648], [-0.177, -6.916, -0.558], [-0.229, -6.459, 0.680], [-0.103, -5.159, 0.876], [0.075, -4.243, -0.157], [0.155, -4.719, -1.461], [0.145, -2.770, 0.120], [0.080, -2.390, 1.306], [0.246, -1.996, -0.860], [-0.300, -7.983, -0.686], [-0.146, -4.808, 1.897], [0.306, -4.027, -2.275], [0.189, 0.263, 3.641], [-0.625, 0.327, 2.548], [0.558, -0.762, 3.818], [-0.386, 0.568, 4.531], [1.059, 0.937, 3.566]], "nbo_charge": [1.31, 0.01, -0.17, -0.20, -0.12, -0.03, -0.03, -0.15, -0.27, 0.07, -0.48, 0.07, 0.43, -0.68, 0.23, 0.23, 0.22, 0.21, -0.61, 0.00, -0.22, -0.14, -0.25, -0.15, -0.17, 0.31, -0.38, 0.21, 0.22, 0.21, 0.21, 0.21, 0.22, 0.04, -0.13, 0.01, -0.41, 0.07, -0.18, -0.16, 0.75, -0.67, -0.73, 0.20, 0.22, 0.25, -0.23, -0.77, 0.14, 0.16, 0.14]}